41
Properties=species:S:1:pos:R:3:mulliken_charge:R:1 method="wB97M-V/def2-TZVPD" total_energy_ev=-51574.9459 total_charge=+2 orbital_gap_ev="4.7 / 5.0" e_homo_ev="-14.5 / -14.8" s2=0.8204 multiplicity=2
Ru 0.06 -0.29 1.72 0.05
C -1.21 1.92 2.44 -0.29
C -0.83 1.13 3.57 -0.61
C 0.58 1.09 3.62 -0.81
C 1.08 1.81 2.50 -0.66
C -0.04 2.33 1.78 -0.13
H -2.21 2.23 2.20 0.59
H -1.51 0.78 4.34 0.55
H 1.18 0.72 4.45 0.64
H 2.11 2.11 2.34 0.53
H 0.01 3.00 0.94 0.52
Cl 1.84 -1.95 2.91 0.01
C 2.08 -3.09 1.58 -0.46
Cl 1.13 -2.51 0.21 0.01
H 1.73 -4.08 1.87 0.39
H 3.14 -3.10 1.31 0.39
O -1.47 -2.60 1.84 -0.25
N -1.29 -1.49 2.06 0.28
C 3.17 1.18 -2.76 -0.39
C 3.29 0.83 -1.41 -1.04
C 2.17 0.56 -0.67 0.34
C 0.88 0.58 -1.25 0.10
C 0.77 1.02 -2.60 -0.16
C 1.90 1.29 -3.33 -0.82
N -0.19 0.21 -0.52 0.36
C -1.35 -0.26 -1.03 0.47
C -1.40 -1.01 -2.24 -0.11
C -2.60 -1.45 -2.73 -0.87
C -3.79 -1.18 -2.06 -0.44
C -3.76 -0.47 -0.86 -0.83
C -2.57 -0.03 -0.34 0.13
H 4.05 1.38 -3.34 0.47
H 4.27 0.78 -0.96 0.47
H 2.24 0.28 0.40 0.40
H -0.21 1.15 -3.03 0.67
H 1.81 1.58 -4.37 0.44
H -0.47 -1.24 -2.74 0.64
H -2.62 -2.02 -3.65 0.44
H -4.73 -1.52 -2.46 0.45
H -4.68 -0.25 -0.33 0.47
H -2.54 0.54 0.58 0.06